DFT (ωB97M-V/def2-TZVPD) results for C32H41F3N2O4 as an isolated structure.

Last column: Löwdin charge in e.
Geometry (Å):
N -37.95 -16.80 -14.69  0.130
C -38.79 -17.86 -14.72  -0.110
C -38.48 -19.05 -15.40  -0.162
C -37.24 -19.16 -15.91  -0.080
C -36.30 -18.11 -15.78  -0.066
C -36.72 -16.95 -15.21  -0.198
H -39.81 -17.85 -14.37  0.043
H -39.28 -19.73 -15.64  0.050
H -36.90 -20.07 -16.39  0.094
H -35.28 -18.30 -16.10  0.137
H -36.08 -16.08 -15.20  0.013
N -41.47 -20.79 -14.76  0.056
C -42.54 -20.91 -13.95  -0.142
C -42.68 -20.24 -12.72  -0.035
C -41.55 -19.47 -12.29  -0.027
C -40.37 -19.46 -13.05  -0.075
C -40.38 -20.17 -14.26  -0.238
H -43.27 -21.64 -14.28  0.105
H -43.60 -20.30 -12.16  0.096
H -41.53 -18.74 -11.49  0.108
H -39.50 -18.95 -12.66  0.121
H -39.44 -20.39 -14.75  0.058
C -41.52 -18.28 -15.40  -0.112
O -41.02 -17.02 -14.92  -0.132
H -42.33 -18.17 -16.13  0.115
H -40.63 -18.73 -15.83  0.054
H -41.87 -18.90 -14.58  0.034
H -41.53 -16.42 -15.47  0.096
C -34.83 -19.48 -13.26  -0.099
O -34.27 -18.30 -12.59  -0.129
H -35.38 -19.27 -14.18  0.060
H -33.93 -20.07 -13.43  0.082
H -35.55 -20.05 -12.67  0.073
H -33.68 -17.86 -13.21  -0.088
C -39.02 -19.07 -18.32  -0.138
O -37.92 -19.81 -18.93  -0.095
H -38.77 -18.06 -18.00  0.021
H -39.83 -19.11 -19.06  0.096
H -39.39 -19.56 -17.43  0.063
H -37.63 -19.27 -19.67  0.066
C -34.03 -17.05 -14.54  -0.308
O -33.01 -17.91 -14.32  -0.033
H -34.05 -16.11 -14.00  0.108
H -33.86 -16.77 -15.58  0.148
H -34.99 -17.53 -14.68  0.059
H -32.17 -17.54 -14.60  0.135
F -34.88 -15.71 -14.74  -0.125
C -35.39 -14.56 -15.26  -0.213
C -36.72 -14.26 -15.13  -0.008
C -37.23 -13.04 -15.61  -0.058
C -36.37 -12.22 -16.22  -0.107
C -34.98 -12.45 -16.29  -0.049
C -34.46 -13.66 -15.81  0.031
H -37.39 -14.94 -14.63  0.094
H -38.30 -12.90 -15.53  0.118
H -36.88 -11.34 -16.57  0.106
H -34.40 -11.67 -16.75  0.104
H -33.42 -13.87 -16.00  0.118
F -34.98 -15.78 -19.15  0.087
C -36.28 -15.98 -19.10  -0.256
C -37.03 -15.94 -20.30  -0.009
C -38.41 -16.11 -20.29  -0.060
C -39.00 -16.45 -19.07  -0.151
C -38.34 -16.28 -17.90  -0.106
C -36.96 -16.18 -17.91  0.009
H -36.50 -15.72 -21.22  0.110
H -39.02 -16.08 -21.19  0.107
H -40.08 -16.52 -19.06  0.116
H -38.86 -16.39 -16.95  0.113
H -36.48 -16.11 -16.95  0.075
F -33.84 -22.29 -11.96  0.064
C -34.79 -22.01 -12.90  -0.303
C -34.50 -21.84 -14.25  -0.063
C -35.45 -21.44 -15.12  -0.073
C -36.77 -21.35 -14.59  -0.089
C -37.10 -21.45 -13.23  -0.045
C -36.07 -21.90 -12.40  -0.048
H -33.48 -21.91 -14.58  0.137
H -35.26 -21.37 -16.18  0.128
H -37.58 -20.96 -15.20  0.060
H -38.08 -21.31 -12.81  0.103
H -36.20 -22.12 -11.35  0.129

Summary:
multiplicity	1
frontier orbital gap	8.2747	eV
charge	0
HOMO energy	-0.2894	Eh

=====

DFT (ωB97M-V/def2-TZVPD) results for an isolated ion of composition C2H2ClO3P and charge -2.

Last column: natural (NBO) charge in e.
Geometry (Å):
C -1.40 -0.34 -0.47  -0.530
C -0.24 -0.58 0.14  -0.328
O 2.35 -0.26 0.76  -1.238
O 0.77 1.70 1.28  -1.233
O 1.44 1.19 -1.19  -1.248
P 1.31 0.71 0.30  2.386
Cl -0.11 -2.20 0.72  -0.128
H -2.49 -0.82 -0.57  0.129
H -1.62 0.60 -0.98  0.189

Summary:
multiplicity	1
frontier orbital gap	5.5516	eV
charge	-2
HOMO energy	0.0198	Eh
energy above the lowest of the compared OMol25 structures with the same formula, charge and spin	31.2	kcal per mole

=====

DFT (ωB97M-V/def2-TZVPD) results for C4H8S as an isolated structure.

Last column: natural (NBO) charge in e.
Geometry (Å):
C -2.04 -0.14 0.10  -0.764
C 0.78 -0.54 -0.08  -0.193
C 0.39 0.90 -0.17  -0.654
C 2.16 -0.89 -0.08  -0.493
H -2.82 -0.83 0.16  0.214
H -1.83 0.49 1.12  0.245
H -2.76 0.44 -0.98  0.219
H -0.28 1.33 -1.07  0.241
H 1.44 1.41 -0.14  0.227
H -0.16 1.06 0.79  0.214
H 2.96 -0.05 0.15  0.199
H 2.86 -1.78 0.35  0.234
S -0.71 -1.40 -0.16  0.312

Summary:
multiplicity	1
frontier orbital gap	8.7580	eV
charge	0
HOMO energy	-0.3021	Eh
energy above the lowest of the compared OMol25 structures with the same formula, charge and spin	94.9	kcal per mole

=====

DFT (ωB97M-V/def2-TZVPD) results for C16H36ClFInN2O12S3 as an isolated structure.

Last column: Löwdin charge in e.
Geometry (Å):
C -0.30 1.09 3.19  -0.054
C -0.83 1.73 1.92  -0.476
F -1.21 0.65 1.05  -0.111
C 0.17 2.60 1.22  -0.230
In 1.71 1.50 0.07  0.540
Cl 3.94 2.35 0.72  -0.161
C 1.49 1.96 -2.09  -0.291
C 2.80 1.87 -2.89  -0.393
N 2.69 1.14 -4.18  -0.039
C 1.75 -0.69 0.32  -0.286
C 2.51 -1.23 1.54  -0.314
C 2.14 -2.66 1.96  -0.238
C 0.66 -2.89 2.29  -0.219
C 0.40 -4.32 2.74  -0.287
N 0.86 -4.56 4.12  0.000
H -0.22 1.85 3.98  0.083
H -0.97 0.30 3.54  0.079
H 0.69 0.66 3.02  0.064
H -1.78 2.24 2.13  0.123
H -0.33 3.27 0.51  0.036
H 0.65 3.25 1.98  0.044
H 1.01 2.94 -2.24  0.023
H 0.78 1.20 -2.45  0.016
H 3.17 2.88 -3.10  0.086
H 3.59 1.38 -2.31  0.068
H 3.05 0.20 -4.08  0.041
H 1.71 1.05 -4.43  0.037
H 0.71 -1.02 0.30  0.012
H 2.22 -1.07 -0.60  0.031
H 2.42 -0.58 2.41  0.076
H 3.58 -1.24 1.29  0.099
H 2.73 -2.93 2.85  0.086
H 2.43 -3.36 1.16  0.110
H 0.04 -2.68 1.41  0.100
H 0.35 -2.20 3.08  0.103
H 0.90 -4.99 2.03  0.102
H -0.67 -4.55 2.69  0.102
H 0.27 -5.25 4.56  0.057
H 1.79 -4.96 4.10  0.063
C -2.99 0.83 -1.36  -0.135
C -4.42 1.10 -1.79  -0.152
O -4.37 2.44 -2.31  -0.193
S -2.97 2.69 -3.03  0.585
O -3.11 2.48 -4.43  -0.243
O -2.44 3.91 -2.55  -0.211
O -2.22 1.44 -2.42  -0.181
H -2.73 1.30 -0.42  0.116
H -2.73 -0.22 -1.33  0.142
H -5.12 1.09 -0.96  0.133
H -4.75 0.42 -2.57  0.130
C -3.53 2.13 -7.62  -0.145
C -2.51 2.43 -8.71  -0.149
O -2.20 1.13 -9.24  -0.191
S -3.51 0.22 -9.24  0.584
O -4.16 0.28 -10.50  -0.233
O -3.17 -1.04 -8.68  -0.221
O -4.34 1.09 -8.21  -0.192
H -3.06 1.77 -6.71  0.110
H -4.18 2.97 -7.40  0.136
H -1.59 2.86 -8.32  0.138
H -2.92 3.05 -9.50  0.131
C 3.11 -2.37 8.20  -0.167
C 2.46 -1.03 8.45  -0.170
O 2.07 -0.60 7.15  -0.191
S 1.63 -1.86 6.25  0.590
O 0.22 -2.01 6.31  -0.223
O 2.34 -1.78 5.03  -0.206
O 2.28 -2.98 7.21  -0.197
H 4.13 -2.26 7.81  0.133
H 3.11 -3.02 9.08  0.131
H 3.14 -0.28 8.86  0.133
H 1.57 -1.12 9.09  0.131

Summary:
multiplicity	1
frontier orbital gap	6.3445	eV
charge	-1
HOMO energy	-0.1660	Eh

=====

DFT (ωB97M-V/def2-TZVPD) results for C3H2IrLiO2 as an isolated structure.

Last column: natural (NBO) charge in e.
Geometry (Å):
C 1.74 0.18 0.60  -0.054
C 1.01 -0.84 0.52  0.237
H 2.18 0.66 1.47  0.356
H 1.09 -1.84 0.10  0.335
O -1.30 -0.83 0.15  -0.634
C -1.31 -0.52 -1.07  0.918
O -1.14 0.69 -1.29  -0.742
Li 0.68 1.51 -0.84  0.969
Ir -2.95 0.98 0.36  1.615

Summary:
multiplicity	6
frontier orbital gap (spin up / spin down)	7.2675 / 6.4865	eV
charge	+3
HOMO energy (spin up / spin down)	-0.8821 / -0.9328	Eh

=====

DFT (ωB97M-V/def2-TZVPD) results for a 3-piece molecular cluster, C27H27Cl2F5N2O4S2 overall.

Last column: natural (NBO) charge in e.
Geometry (Å):
C -6.25 7.17 -0.55  -0.223
C -6.46 5.82 -0.97  -0.075
C -6.06 4.20 -1.11  -0.095
C -6.54 3.09 0.03  -0.113
C -6.07 1.50 -0.12  -0.358
S -6.60 0.34 1.24  1.881
O -8.18 0.44 1.31  -0.838
O -6.29 -1.15 1.04  -0.820
C -5.99 0.93 2.93  0.412
F -5.61 2.36 2.98  -0.311
F -7.15 0.72 3.87  -0.296
C -4.74 0.06 3.53  0.938
F -4.03 0.97 4.51  -0.320
F -5.35 -1.06 4.34  -0.306
F -3.76 -0.42 2.52  -0.299
C -5.15 1.14 -1.43  -0.105
C -4.68 2.22 -2.60  0.110
C -5.15 3.78 -2.45  0.236
N -4.72 4.76 -3.52  -0.838
N -3.84 1.75 -3.80  -0.688
C -2.61 0.98 -3.35  0.140
C -1.15 1.48 -3.99  -0.217
C 0.17 0.62 -3.47  -0.225
C 0.06 -0.66 -2.41  -0.193
C -1.41 -1.15 -1.80  -0.060
C -1.63 -2.37 -0.73  -0.116
Cl -2.21 -4.03 -1.30  0.001
C -1.36 -2.03 0.73  0.047
C -0.88 -0.51 1.22  -0.684
Cl -1.56 -3.32 2.05  -0.016
C -2.72 -0.30 -2.29  -0.169
S -4.50 -0.63 -1.68  0.319
H -6.01 8.31 -0.31  0.296
H -7.20 3.40 0.98  0.282
H -5.17 4.41 -4.42  0.386
H -3.69 4.61 -3.68  0.388
H -4.47 1.06 -4.30  0.398
H -1.11 2.38 -4.74  0.251
H 1.22 0.99 -3.88  0.241
H 1.05 -1.22 -2.08  0.256
H 0.23 -0.31 0.91  0.286
H -1.63 0.27 0.72  0.240
H -1.02 -0.43 2.40  0.245
C 3.93 -2.69 0.17  -0.431
C 4.55 -1.32 0.13  -0.432
C 3.33 -0.43 -0.01  -0.064
O 2.25 -1.10 0.65  -0.556
C 2.66 -2.44 0.94  -0.070
H 4.57 -3.45 0.64  0.228
H 3.70 -3.02 -0.85  0.196
H 5.06 -1.11 1.08  0.219
H 5.27 -1.18 -0.68  0.216
H 3.05 -0.30 -1.06  0.155
H 3.48 0.56 0.43  0.187
H 2.82 -2.52 2.02  0.172
H 1.86 -3.14 0.66  0.191
C 9.48 -1.40 1.62  -0.431
C 9.49 -2.83 1.16  -0.432
C 8.18 -3.35 1.71  -0.067
O 7.27 -2.24 1.74  -0.545
C 8.01 -1.04 1.51  -0.069
H 10.13 -0.74 1.04  0.220
H 9.80 -1.35 2.67  0.203
H 9.47 -2.87 0.06  0.201
H 10.35 -3.40 1.50  0.221
H 8.29 -3.72 2.73  0.168
H 7.75 -4.15 1.10  0.184
H 7.77 -0.68 0.50  0.164
H 7.71 -0.27 2.23  0.187

Summary:
multiplicity	1
frontier orbital gap	7.0787	eV
charge	0
HOMO energy	-0.3168	Eh

=====

| no. | strongest force on any atom (eV/A) |
| --- | --- |
| 1 | 17.89 |
| 2 | 3.23 |
| 3 | 4.53 |
| 4 | 0.34 |
| 5 | 3.51 |
| 6 | 9.57 |